a | DFT (wB97M-V/def2-TZVPD) results for a 2-piece molecular cluster, C7H14N2O3 overall.

SMILES: C=C1C[C@H]1C[C@H](N)C(=O)O.NO
Charge: 0
Frontier orbital gap: 10.306 eV

Each line ends with the Löwdin charge.
Element x y z (Å)
C (0.9964, -2.2036, -0.1329)  0.06
C (-0.2456, -1.8955, -0.0920)  -0.32
C (-1.5593, -2.4326, -0.4038)  -0.04
C (-1.3028, -0.9194, -0.2632)  -0.20
C (-1.7905, -0.0465, 0.9347)  -0.09
C (-0.6539, 0.8198, 1.5371)  -0.27
N (-0.7980, 1.3081, 2.9533)  0.02
C (-0.2669, 1.9963, 0.6058)  -0.51
O (-0.4107, 2.1119, -0.5813)  0.11
O (0.3034, 3.0063, 1.2701)  0.07
H (1.4473, -3.1479, -0.1974)  0.05
H (1.6977, -1.3438, -0.2505)  0.08
H (-2.1135, -2.9709, 0.3422)  0.10
H (-1.7298, -2.7960, -1.3939)  0.10
H (-1.1634, -0.3437, -1.1577)  0.13
H (-2.0608, -0.7750, 1.6277)  0.09
H (-2.6611, 0.5705, 0.6542)  0.13
H (0.2838, 0.1935, 1.5172)  0.16
H (-0.4474, 0.5009, 3.6139)  0.14
H (-1.7569, 1.5401, 3.1149)  0.07
H (0.2739, 2.8819, 2.2950)  0.14
N (2.5646, 1.1963, -3.0687)  -0.05
O (3.2577, -0.0259, -3.5411)  -0.18
H (2.0963, 1.0092, -2.1745)  0.05
H (3.3469, 1.8626, -2.8362)  0.08
H (2.6925, -0.0966, -4.3733)  0.10

=====

b | DFT (wB97M-V/def2-TZVPD) results for a 2-piece molecular cluster, C7H14N2O3 overall.

Charge: 0
Frontier orbital gap: 6.006 eV

Each line ends with the Löwdin charge.
Element x y z (Å)
O (4.5498, -2.3963, 1.3536)  0.10
N (3.9976, -2.4023, 0.3343)  -0.04
O (2.6421, -2.7309, 0.5048)  -0.08
C (1.8745, -2.1643, -0.5932)  -0.26
C (0.3962, -2.1457, -0.2407)  -0.07
C (0.4874, -1.2361, 1.0188)  -0.10
C (1.3742, -0.2022, 0.4109)  0.01
N (2.1242, -0.7050, -0.5230)  0.15
H (2.2216, -2.7181, -1.4606)  0.16
H (-0.0330, -1.4955, -1.0026)  0.13
H (-0.0860, -3.1121, -0.1583)  0.13
H (-0.4857, -0.7500, 1.1490)  0.11
H (0.8712, -1.7161, 1.9130)  0.13
H (1.3456, 0.8499, 0.6645)  0.14
H (2.7672, -0.2058, -1.1181)  0.17
C (-3.0646, 1.2745, -0.5901)  -0.10
C (-1.8857, 1.7549, 0.2706)  -0.65
C (-1.5450, 3.1960, -0.1446)  -0.10
O (-0.8052, 0.9354, 0.0683)  -0.31
H (-2.7967, 1.2754, -1.6491)  0.07
H (-3.3596, 0.2610, -0.3083)  0.06
H (-3.9425, 1.9209, -0.4647)  0.06
H (-2.2718, 1.8213, 1.3112)  0.12
H (-1.2486, 3.2356, -1.1954)  0.07
H (-0.7249, 3.5876, 0.4620)  0.06
H (-2.4023, 3.8680, -0.0124)  0.06

=====

It is a that is most stable; the runner-up trails by 2.124 eV.

=====

a | DFT (wB97M-V/def2-TZVPD) results for a 2-piece molecular cluster, C4H13N3O overall.

Charge: +1
<S²>: 0.76
Spin multiplicity: 2
Frontier orbital gap (alpha / beta): 9.685 / 5.135 eV

Each line ends with the Löwdin spin population.
Element x y z (Å)
C (-1.7608, -0.5972, 0.1374)  0.17
C (-1.7043, -1.5029, 1.1520)  0.27
N (-1.7259, -1.1493, 2.5392)  0.06
N (-1.7270, -0.8762, -1.2576)  0.35
H (-1.7997, 0.4468, 0.3876)  0.01
H (-1.6854, -2.5870, 0.9690)  0.01
H (-0.9812, -1.6251, 3.0425)  0.01
H (-2.5884, -1.4641, 2.9802)  0.01
H (-0.7736, -0.8044, -1.6440)  0.02
H (-2.2814, -0.1939, -1.7397)  0.00
C (1.1675, 1.5917, -0.7036)  0.00
O (1.9446, 2.7476, -0.3543)  0.00
C (2.0957, 0.4078, -0.5967)  0.01
N (1.3279, -0.8350, -0.8637)  0.06
H (0.3098, 1.4518, -0.0461)  0.00
H (0.7820, 1.6699, -1.7253)  0.00
H (1.3577, 3.5318, -0.3403)  0.00
H (2.8776, 0.4850, -1.3280)  0.00
H (2.5523, 0.4332, 0.4211)  0.00
H (0.7792, -1.0529, -0.0254)  0.00
H (1.9803, -1.6445, -0.9772)  0.00

=====

b | DFT (wB97M-V/def2-TZVPD) results for C4H13N3O as an isolated structure.

Charge: +1
<S²>: 0.75
Spin multiplicity: 2
Frontier orbital gap (alpha / beta): 11.286 / 5.865 eV

Each line ends with the Löwdin spin population.
Element x y z (Å)
C (1.6255, -0.8588, 0.0404)  0.00
N (2.7954, -0.0639, -0.6718)  0.02
C (0.4006, 0.0756, -0.0888)  0.09
C (-0.0817, 0.2825, -1.5518)  0.03
O (0.8485, 0.9429, -2.3628)  0.01
N (-0.6774, -0.3683, 0.7497)  0.62
C (-1.7364, 0.5608, 1.0960)  0.08
N (-2.7815, -0.1765, 1.7743)  0.02
H (2.2101, -0.7364, -1.2378)  0.00
H (1.2656, -1.8846, -0.1437)  0.00
H (1.8954, -0.8639, 1.0984)  0.00
H (3.5696, -0.4471, -0.1510)  0.00
H (0.7441, 1.0680, 0.2649)  0.05
H (-0.2458, -0.7083, -1.9943)  0.00
H (-1.0267, 0.8190, -1.5796)  0.00
H (1.7033, 0.9569, -1.9179)  0.00
H (-0.3274, -0.7554, 1.6308)  0.02
H (-1.3501, 1.3710, 1.7215)  0.04
H (-2.0872, 1.0195, 0.1628)  0.01
H (-3.2622, -0.7082, 1.0495)  0.00
H (-3.4817, 0.4751, 2.1114)  0.00

=====

It is a that is most stable; the runner-up trails by 1.766 eV.

=====

a | DFT (wB97M-V/def2-TZVPD) results for a single C2H5N3 molecule.

SMILES: N#CC(N)N
Charge: 0
Frontier orbital gap: 10.369 eV

Each line ends with the Löwdin charge.
Element x y z (Å)
N (-2.2595, -0.1767, 1.4022)  0.16
C (-1.4717, 0.1088, 0.6284)  -0.23
C (-0.3545, 0.3744, -0.2782)  -0.34
N (0.9576, 0.5082, 0.8516)  0.05
N (-0.0721, -0.6809, -1.1948)  0.03
H (-0.6304, 1.4066, -0.6564)  0.15
H (0.9815, -0.3287, 1.3358)  0.00
H (1.8023, 0.6243, 0.3568)  0.01
H (0.7502, -0.4250, -1.7894)  0.10
H (0.2967, -1.4106, -0.6560)  0.05

=====

b | DFT (wB97M-V/def2-TZVPD) results for a 2-piece molecular cluster, C2H5N3 overall.

Charge: 0
Frontier orbital gap (alpha / beta): 6.409 / 8.763 eV

Each line ends with the Löwdin charge.
Element x y z (Å)
C (-1.4267, -0.0084, 0.1852)  -0.34
C (-0.1015, 0.0744, -0.2069)  -0.52
N (-2.6073, -0.0194, 0.3279)  0.13
N (0.6168, -1.0292, -0.6497)  0.08
N (0.4779, 1.3011, -0.3433)  0.14
H (-0.3387, -0.5820, 2.0098)  0.05
H (0.2419, -1.8293, -0.0562)  0.12
H (1.6345, -1.1335, -0.6505)  0.10
H (1.4993, 1.1444, -0.6085)  0.15
H (0.0037, 2.0819, -0.0077)  0.09

=====

c | DFT (wB97M-V/def2-TZVPD) results for C2H5N3 as an isolated structure.

Charge: 0
Frontier orbital gap: 10.244 eV

Each line ends with the Löwdin charge.
Element x y z (Å)
C (1.0609, 0.5877, 0.1222)  -0.09
C (0.1124, -0.5335, -0.2020)  -0.24
N (-1.6219, -0.4061, 0.9010)  -0.08
N (-0.6065, -1.1499, 0.8340)  -0.02
N (-1.5591, 0.3580, -0.2186)  0.02
H (-1.7920, -0.2402, -1.0167)  0.06
H (0.4600, -1.2011, -0.9948)  0.12
H (0.6742, 1.2393, 0.9042)  0.08
H (1.2538, 1.1858, -0.7705)  0.08
H (2.0181, 0.1600, 0.4412)  0.08

=====

d | DFT (wB97M-V/def2-TZVPD) results for a single C2H5N3 molecule.

SMILES: C#CN(N)N
Charge: 0
Frontier orbital gap: 9.966 eV

Each line ends with the Löwdin charge.
Element x y z (Å)
C (-1.5866, 1.4676, -0.1851)  0.03
C (-0.4583, 1.0588, -0.1745)  -0.07
N (0.8533, 0.0431, 0.1526)  -0.33
N (1.0377, -0.6526, -0.9697)  -0.07
N (0.5329, -0.7981, 1.2013)  0.03
H (-2.5987, 1.6723, -0.1102)  -0.01
H (1.6151, 0.0577, -1.6260)  0.16
H (0.0980, -1.0257, -1.3066)  0.10
H (-0.1584, -1.4647, 0.9564)  0.07
H (0.6651, -0.3584, 2.0619)  0.07

=====

It is a that is most stable; the runner-up trails by 2.608 eV.

=====

a | DFT (wB97M-V/def2-TZVPD) results for a single C2H5N3 molecule.

SMILES: [H]/N=C\NN=C
Charge: 0
Frontier orbital gap: 9.788 eV

Each line ends with the Löwdin charge.
Element x y z (Å)
H (2.8505, 0.6094, 0.0811)  0.06
N (2.2884, -0.2893, -0.2266)  0.04
C (0.9867, -0.1506, -0.1078)  -0.44
N (0.1262, 0.7051, 0.2497)  -0.05
N (-1.1564, 0.5554, -0.4655)  -0.01
C (-1.8018, -0.4814, 0.0354)  -0.02
H (0.4519, -1.1153, -0.1795)  0.10
H (0.3223, 1.6686, 0.1829)  0.12
H (-1.2354, -0.9937, 0.8743)  0.10
H (-2.8325, -0.5081, -0.4439)  0.09

=====

b | DFT (wB97M-V/def2-TZVPD) results for a 2-piece molecular cluster, C2H5N3 overall.

Charge: 0
Frontier orbital gap: 9.529 eV

Each line ends with the Löwdin charge.
Element x y z (Å)
C (-1.6168, -0.6054, -0.5269)  -0.06
C (1.6124, 0.5295, -0.1509)  -0.19
N (-1.1816, 0.4984, -0.1284)  -0.23
N (1.4400, -0.6950, -0.2874)  0.02
N (-0.8585, 1.5076, 0.2734)  0.22
H (-1.8093, -1.4357, 0.0215)  0.03
H (-1.8893, -0.5768, -1.6624)  0.12
H (2.1713, 0.7619, 0.6166)  0.00
H (1.3926, 1.2494, -0.9752)  0.08
H (0.7523, -1.0144, -0.9884)  0.02

=====

It is a that is most stable; the runner-up trails by 0.590 eV.

=====

a | DFT (wB97M-V/def2-TZVPD) results for a 2-piece molecular cluster, CH3O3 overall.

Charge: -1
Frontier orbital gap: 8.189 eV

Each line ends with the Löwdin charge.
Element x y z (Å)
O (-2.4055, 1.0580, 1.3657)  -0.11
H (-1.6660, 1.2882, 1.9726)  0.04
H (-1.9639, 0.7257, 0.5515)  0.04
O (0.6949, 0.1978, -0.9395)  -0.15
O (2.0259, -1.3231, -0.0136)  -0.17
C (1.4718, -0.7670, -0.9836)  -0.73
H (1.8429, -1.1796, -1.9531)  0.07

=====

b | DFT (wB97M-V/def2-TZVPD) results for a 2-piece molecular cluster, CH3O3 overall.

Charge: -1
Frontier orbital gap: 6.964 eV

Each line ends with the Löwdin charge.
Element x y z (Å)
O (-4.0154, -0.1110, -5.9387)  -0.10
H (-3.7712, -0.0240, -4.9895)  0.06
H (-3.3635, -0.7508, -6.3049)  0.04
O (-2.1325, 0.6115, -0.1380)  -0.20
O (0.0000, 0.0000, 0.0000)  -0.18
C (-0.9088, 0.8502, 0.1474)  -0.69
H (-0.4973, 1.7783, 0.6132)  0.07

=====

c | DFT (wB97M-V/def2-TZVPD) results for CH3O3 as an isolated structure.

Charge: -1
Frontier orbital gap: 8.294 eV

Each line ends with the Löwdin charge.
Element x y z (Å)
O (-0.0791, -1.6197, -0.0102)  -0.17
H (-0.7737, -2.0292, 0.5538)  0.00
H (-0.1826, -0.6516, 0.1327)  -0.33
O (1.0954, 0.7831, -0.9618)  -0.05
O (-0.2133, 0.2297, 0.6606)  -0.04
C (0.2314, 1.1078, -0.1614)  -0.51
H (-0.0780, 2.1798, -0.2137)  0.10

=====

d | DFT (wB97M-V/def2-TZVPD) results for a 2-piece molecular cluster, CH3O3 overall.

Charge: -1
Frontier orbital gap: 8.455 eV

Each line ends with the Löwdin charge.
Element x y z (Å)
O (-0.6199, -1.2208, -3.8196)  -0.12
H (-1.3295, -1.8425, -3.5398)  0.03
H (-0.6189, -0.5190, -3.1299)  -0.01
O (-0.4139, 0.9981, -1.8662)  -0.15
O (0.0000, 0.0000, 0.0000)  -0.10
C (-0.7632, 0.5703, -0.7509)  -0.73
H (-1.8064, 0.8279, -0.4458)  0.08

=====

It is d that is most stable; the runner-up trails by 0.134 eV.

=====

a | DFT (wB97M-V/def2-TZVPD) results for a single C2H6O2 molecule.

SMILES: OCCO
Charge: 0
Frontier orbital gap: 10.717 eV

Each line ends with the Löwdin charge.
Element x y z (Å)
O (-1.1920, -0.7015, 0.0072)  -0.14
C (-0.7859, 0.6622, -0.2183)  -0.21
C (0.7186, 0.6151, 0.1714)  -0.33
O (1.3498, -0.5621, -0.1364)  -0.08
H (-0.9968, -0.8809, 0.9938)  0.14
H (-0.9803, 1.0240, -1.2572)  0.12
H (-1.4046, 1.2846, 0.6878)  0.17
H (0.6740, 0.7983, 1.2659)  0.11
H (1.3251, 1.4081, -0.1985)  0.10
H (0.5241, -1.1890, -0.1766)  0.12

=====

b | DFT (wB97M-V/def2-TZVPD) results for a single C2H6O2 molecule.

SMILES: COCO
Charge: 0
Frontier orbital gap: 11.487 eV

Each line ends with the Löwdin charge.
Element x y z (Å)
C (1.5160, -0.3308, 0.1711)  -0.09
O (0.5240, 0.3687, -0.5515)  -0.11
C (-0.5515, 0.5416, 0.2300)  -0.33
O (-1.5109, -0.5299, 0.0446)  0.04
H (1.1467, -1.2963, 0.4601)  0.09
H (2.2176, -0.4532, -0.5901)  0.07
H (1.9826, 0.1244, 1.0643)  0.10
H (-1.1230, 1.5620, 0.2097)  0.15
H (-0.3090, 0.6724, 1.2503)  0.10
H (-1.8075, -0.5849, -0.7457)  -0.03

=====

c | DFT (wB97M-V/def2-TZVPD) results for a 2-piece molecular cluster, C2H6O2 overall.

Charge: 0
Frontier orbital gap: 10.420 eV

Each line ends with the Löwdin charge.
Element x y z (Å)
C (0.3845, 0.9034, -0.3863)  -0.14
C (0.4943, -0.5257, 0.0793)  -0.36
O (-1.5105, -0.2784, 1.2538)  0.03
O (-0.2153, -0.8485, 1.1515)  -0.16
H (1.0320, 0.9628, -1.3164)  0.08
H (-0.6898, 1.1650, -0.7520)  0.10
H (0.7548, 1.7020, 0.3599)  0.11
H (1.5326, -0.8554, 0.2783)  0.11
H (0.0696, -1.4945, -1.1953)  0.18
H (-1.8520, -0.7307, 0.5272)  0.05

=====

d | DFT (wB97M-V/def2-TZVPD) results for a 2-piece molecular cluster, C2H6O2 overall.

SMILES: C=CO.O
Charge: 0
Frontier orbital gap: 9.645 eV

Each line ends with the Löwdin charge.
Element x y z (Å)
C (-0.3509, 1.2218, -1.3340)  0.02
C (-0.6637, 0.0238, -0.7779)  -0.34
O (0.1928, -0.9866, -0.7841)  -0.07
H (-0.9587, 2.0217, -1.5044)  0.00
H (0.6470, 1.4814, -1.7564)  0.07
H (-1.5067, -0.1176, -0.0372)  0.12
H (0.3651, -1.4216, 0.1936)  0.16
O (1.0673, -0.9407, 2.1611)  -0.06
H (1.0788, -0.2172, 1.4880)  0.05
H (0.1288, -1.0650, 2.3514)  0.04

=====

It is a that is most stable; the runner-up trails by 0.165 eV.